The following is a quantum chemistry calculation of a structure of composition C3H5AuO5 at a distorted geometry, from OMol25.

Positions of all 14 atoms, in Å:
O -0.84574 -1.98629 0.71515
C -1.32607 -0.76661 0.79535
C -1.81252 -0.01583 -0.59522
O -1.46198 1.29336 -0.56449
H 2.75870 0.50561 -1.62408
H -0.91388 -0.06949 1.53938
H -2.11879 -1.91029 0.83326
H -2.90703 -0.16921 -0.63373
H -1.35080 -0.59952 -1.41322
Au 0.18348 1.49932 -0.09139
O 1.50076 1.02824 0.95186
C 2.49223 0.48123 0.35103
O 3.66445 0.52957 0.67422
O 2.13719 0.17991 -0.93813

Results
energy relative to the best compared isomer or geometry (same formula, charge and spin) = 24.1 kJ/mol
net charge = +1
multiplicity = 4

The following is a quantum chemistry calculation of the molecule C3H5BN2 at a distorted geometry, from OMol25.

Positions of all 11 atoms, in Å:
B 1.91104 -0.31324 -0.04313
C -1.63037 0.65937 -0.05583
C -0.38939 1.16585 0.00733
C -0.52637 -1.15399 -0.03201
N -1.70676 -0.67005 0.06803
N 0.47867 -0.10016 -0.06522
H 2.32692 -1.30132 0.20372
H 2.71085 0.52639 0.19890
H -2.56573 1.19692 -0.26478
H -0.16670 2.17716 0.20072
H -0.44217 -2.18692 -0.21772

Results
energy relative to the best compared isomer or geometry (same formula, charge and spin) = 62.0 kJ/mol
SMILES string = Bn1ccnc1

The following is a quantum chemistry calculation of a structure of composition C3H5Br2NO2 at a distorted geometry, from OMol25.

Positions of all 13 atoms, in Å:
C 0.42505 -0.60355 -0.56716
C -0.58778 0.09885 0.38108
C -1.98602 0.40676 -0.12381
N -4.08277 -0.86382 1.50658
O -4.40870 -1.84418 0.89788
O -4.20803 -0.42843 2.61870
Br -2.53819 2.18971 -0.26857
Br -2.86072 -0.73477 -1.52079
H 1.37767 -0.59054 -0.07287
H 0.60042 -0.03157 -1.54598
H 0.17322 -1.54177 -0.83236
H -0.11063 1.08718 0.55017
H -0.61650 -0.43307 1.32493

Results
energy relative to the best compared isomer or geometry (same formula, charge and spin) = 494.7 kJ/mol

The following is a quantum chemistry calculation of a structure of composition C3H5Br3O2 at a distorted geometry, from OMol25.

Positions of all 13 atoms, in Å:
C -0.89687 0.77777 -0.87945
C 0.10838 -0.26560 -0.24066
C 0.49967 0.15737 1.22509
O 1.35161 -0.36916 -0.89200
O -0.62837 -1.41785 -0.16573
Br -0.99222 -0.13548 2.36465
Br 1.89294 -0.97393 1.87809
Br 1.18058 2.23209 1.31900
H -0.52270 1.84168 -0.66623
H -2.00046 0.74403 -0.61941
H -0.93224 0.48018 -1.96910
H 1.15936 -0.95338 -1.74162
H -0.21968 -2.11773 0.38737

Results
energy relative to the best compared isomer or geometry (same formula, charge and spin) = 34.2 kJ/mol

The following is a quantum chemistry calculation of a cluster of 2 separate species, C3H5BrClI in total at a distorted geometry, from OMol25.

Positions of all 11 atoms, in Å:
C 0.51620 0.78293 -0.34556
C 1.33386 -0.09846 0.50006
C -1.71137 -0.35650 -0.33709
Cl 3.03546 -0.03073 0.18045
Br -1.09724 -2.23785 -0.50296
I -2.61326 0.37405 1.36047
H 0.04539 1.68444 0.05884
H 0.74227 0.74033 -1.41491
H 0.84277 -1.07315 0.25242
H 0.92366 0.12119 1.52427
H -2.01775 0.09376 -1.27598

Results
E_tot = -3449.02016 hartree
multiplicity = 3

The following is a quantum chemistry calculation of the molecule C3H5BrFN at a distorted geometry, from OMol25.

Positions of all 11 atoms, in Å:
C 0.62301 -0.40451 -0.15610
C 0.54244 1.10826 -0.25596
C -1.71279 -0.20016 0.59014
N -0.70823 -0.92067 0.06165
F -2.54732 -1.15196 1.05668
Br 2.11944 2.07075 -0.89021
H 0.90804 -0.89475 -1.07122
H 1.36250 -0.70449 0.77497
H 0.43429 1.69044 0.74984
H -0.39141 1.34510 -0.93239
H -0.62997 -1.93801 0.07258

Results
energy relative to the best compared isomer or geometry (same formula, charge and spin) = 80.3 kJ/mol

The following is a quantum chemistry calculation of the ion C3H5BrN3O2 with charge +1 at a distorted geometry, from OMol25.

Positions of all 14 atoms, in Å:
C 1.66570 0.42140 -0.59684
C 0.01166 -1.08039 -0.05536
C 0.52709 1.11832 0.08456
N 1.33319 -0.95884 -0.35812
N -0.49464 0.12760 0.10003
N -1.69885 0.31515 0.75748
O 2.67888 0.76413 -1.12420
O -0.60579 -2.19769 0.09895
Br -3.24205 0.57757 -0.47643
H 0.76593 1.35555 1.12624
H 0.30132 2.01153 -0.43182
H 1.78030 -1.52767 -1.01401
H -1.56847 1.09327 1.42874
H -1.45426 -2.01995 0.46077

Results
energy relative to the best compared isomer or geometry (same formula, charge and spin) = 0.0 kJ/mol
SMILES string = O=C1C[N+](NBr)=C(O)N1
net charge = +1

The following is a quantum chemistry calculation of the molecule C3H5BrN4 at a distorted geometry, from OMol25.

Positions of all 13 atoms, in Å:
C 0.09132 0.71880 -0.12218
C 0.57409 -0.24366 -1.03899
C -0.50536 0.00597 0.90299
N 0.29002 -1.45911 -0.60820
N -0.35366 -1.29441 0.57694
N 1.30951 0.00078 -2.16781
N -1.20086 0.44332 2.00291
Br 0.21201 2.60108 -0.24910
H -0.69458 -2.10253 1.06795
H 1.13782 0.89226 -2.60658
H 1.36224 -0.78034 -2.80119
H -1.01038 1.40316 2.25225
H -1.21216 -0.18532 2.79101

Results
energy relative to the best compared isomer or geometry (same formula, charge and spin) = 0.0 kJ/mol
SMILES string = Nc1n[nH]c(N)c1Br

The following is a quantum chemistry calculation of a structure of composition C3H5BrNO4 at a distorted geometry, from OMol25.

Positions of all 14 atoms, in Å:
O -0.81293 0.63625 2.12284
C -0.67445 1.05126 0.83410
O -1.72375 1.87074 0.14346
C 0.68685 0.72083 -0.01713
N 0.92598 -0.74350 -0.30846
C -0.34996 -1.51261 -0.56804
O -1.06832 -2.11712 0.41916
O -0.90560 -1.72711 -1.94441
H -2.52509 1.97826 0.74511
H 0.67756 1.34064 -1.01442
H 1.59316 1.14157 0.62099
H 1.54961 -1.20540 0.38885
H -0.25650 -1.36580 -2.62735
Br 2.88343 -0.06802 1.20529

Results
E_tot = -3046.99033 hartree
net charge = -1

The following is a quantum chemistry calculation of a cluster of 2 separate species, C3H5BrO in total at a distorted geometry, from OMol25.

Positions of all 10 atoms, in Å:
C 1.32535 -0.32583 -0.54176
C 0.91751 -0.91096 0.58098
C -1.37802 0.38063 -0.67695
O -1.30100 1.72894 -0.52387
Br -2.24564 -0.43819 0.90846
H 1.70149 0.62081 -0.69627
H 1.16618 -0.85829 -1.45297
H 0.57178 -1.96916 0.55461
H 0.97411 -0.39785 1.55708
H -1.73177 2.16990 0.29070

Results
energy relative to the best compared isomer or geometry (same formula, charge and spin) = 291.2 kJ/mol

The following is a quantum chemistry calculation of the molecule C3H5BrO at a distorted geometry, from OMol25.

Positions of all 10 atoms, in Å:
C 0.33887 -0.46830 0.17435
C -1.08323 0.10298 0.77974
C 0.89960 0.24370 -1.02361
O 0.16665 0.33425 1.35332
Br -2.29326 -1.07045 1.64798
H 0.55830 -1.42637 0.44900
H -1.57497 1.01676 0.53479
H 0.58610 1.30689 -0.76802
H 0.50125 -0.18240 -1.91742
H 1.90069 0.14293 -1.23012

Results
energy relative to the best compared isomer or geometry (same formula, charge and spin) = 133.4 kJ/mol
SMILES string = C[C@H]1O[C@@H]1Br

The following is a quantum chemistry calculation of a structure of composition C3H5CdO3 at a distorted geometry, from OMol25.

Positions of all 12 atoms, in Å:
O -0.04856 0.33434 0.29288
C -1.13971 -0.26308 0.46531
C -1.44258 -1.15097 1.57051
H -1.84184 -0.13801 -0.36739
H -0.57075 -1.43060 2.16935
H -1.94289 -2.03635 1.14050
H -2.21844 -0.65543 2.17901
O 2.95386 0.38523 -0.61671
C 2.38530 0.85277 -1.49739
O 1.83998 1.46965 -2.32737
Cd 1.28350 2.66288 -3.79706
H 0.74213 -0.03042 0.78835

Results
energy relative to the best compared isomer or geometry (same formula, charge and spin) = 0.0 kJ/mol
net charge = +3

The following is a quantum chemistry calculation of a structure of composition C3H5CdO4 at a distorted geometry, from OMol25.

Positions of all 13 atoms, in Å:
O -0.48810 -1.12806 1.11406
C -0.82385 -1.56842 -0.10656
C 0.53506 -0.11882 1.23309
O -1.58945 -2.45540 -0.33817
O -0.12751 -0.83382 -0.98000
C 1.22987 -0.34096 -0.07275
H 0.09617 0.23908 2.17917
H 0.82345 1.16191 1.26643
H 1.96039 -1.14283 -0.19640
H 1.63086 0.55296 -0.55288
O -0.80214 2.03859 -0.73416
H -1.22549 2.89796 -0.74152
Cd -1.21926 0.69780 -2.07032

Results
energy relative to the best compared isomer or geometry (same formula, charge and spin) = 541.1 kJ/mol
multiplicity = 2

The following is a quantum chemistry calculation of a structure of composition C3H5CdO4 at a distorted geometry, from OMol25.

Positions of all 13 atoms, in Å:
O 0.44192 0.01455 0.94270
C -0.30211 -0.72667 0.14771
C 1.41853 0.74117 0.17451
O -0.93870 -1.69620 0.60260
O 0.11374 -0.70823 -1.10150
C 1.25600 0.16017 -1.23328
Cd -2.56168 -1.51014 1.60137
H 2.40025 0.54110 0.61528
H 1.18849 1.80970 0.23467
H 2.11126 -0.44020 -1.55787
H 1.01535 0.91523 -1.98843
O -2.91604 0.26234 1.19320
H -3.22700 0.63718 0.36904

Results
energy relative to the best compared isomer or geometry (same formula, charge and spin) = 44.0 kJ/mol
net charge = +1

The following is a quantum chemistry calculation of the molecule C3H5Cl2N at a distorted geometry, from OMol25.

Positions of all 11 atoms, in Å:
C -0.45523 -0.03649 1.00004
C -1.06839 0.10823 -0.34865
C 1.08700 -0.02456 0.15923
N 0.17219 -0.25979 -1.00623
Cl 1.84429 1.55284 0.19718
Cl 2.34560 -1.29812 0.08707
H -0.51139 0.74008 1.75556
H -0.57972 -1.10302 1.25548
H -1.77089 -0.69275 -0.35029
H -1.43508 1.00133 -0.77801
H 0.37161 0.01225 -1.97138

Results
energy relative to the best compared isomer or geometry (same formula, charge and spin) = 130.4 kJ/mol
SMILES string = ClC1(Cl)CCN1

The following is a quantum chemistry calculation of the molecule C3H5Cl2N at a distorted geometry, from OMol25.

Positions of all 11 atoms, in Å:
C 0.22920 -1.11799 1.02021
C 1.05598 -0.28387 1.65075
C -0.44825 0.21809 -0.80572
N -0.40923 -0.99594 -0.14700
Cl 1.85379 -0.60597 3.07762
Cl -1.92662 -1.94620 -0.28788
H -0.16161 -2.03765 1.45362
H 1.31169 0.80181 1.37170
H -0.73710 0.09687 -1.80749
H -0.89601 1.01580 -0.22409
H 0.52953 0.50549 -0.92020

Results
energy relative to the best compared isomer or geometry (same formula, charge and spin) = 0.0 kJ/mol
multiplicity = 3

The following is a quantum chemistry calculation of the molecule C3H5ClF2S at a distorted geometry, from OMol25.

Positions of all 12 atoms, in Å:
C -0.07229 -0.46011 -0.35509
C -0.63667 -0.10539 1.05714
C 0.11503 1.03469 -0.87446
H 1.29714 -2.25941 -0.01963
H -0.51294 -1.13026 -1.24288
H -0.00607 0.70523 1.42506
H -1.64651 0.34835 1.19198
H 0.17608 1.05033 -2.11222
F -1.07993 1.70254 -0.89764
F 1.08349 1.69080 -0.20201
S 1.70395 -0.92644 -0.17874
Cl -0.42127 -1.65033 2.20851

Results
energy relative to the best compared isomer or geometry (same formula, charge and spin) = 162.4 kJ/mol
SMILES string = FC(F)[C@@H](S)CCl

The following is a quantum chemistry calculation of the molecule C3H5ClFN at a distorted geometry, from OMol25.

Positions of all 11 atoms, in Å:
C -1.13012 0.52735 0.19452
C 0.18928 0.22869 -0.54617
C 0.96832 -0.92902 -0.13548
H -0.96282 0.43207 1.28136
H 0.20011 0.50415 -1.60862
H 0.63602 -1.48621 0.77104
H 1.51510 -1.52829 -0.87673
H 1.29582 0.72970 1.12057
N 1.42552 0.50766 0.08817
F -1.68780 1.68798 -0.20356
Cl -2.44942 -0.67409 -0.08510

Results
energy relative to the best compared isomer or geometry (same formula, charge and spin) = 41.6 kJ/mol
SMILES string = F[C@@H](Cl)[C@@H]1CN1

The following is a quantum chemistry calculation of the molecule C3H5ClFNO2 at a distorted geometry, from OMol25.

Positions of all 13 atoms, in Å:
C -1.00942 -0.69553 -0.73642
C 0.74120 -0.61538 0.70993
C 1.64205 0.60702 0.29092
H -3.18308 1.18958 0.01168
H -1.48837 -1.33101 -1.48451
H 1.36988 -1.37386 1.13673
H -0.00397 -0.14868 1.36040
H 2.18095 1.07765 1.09454
N -1.50769 0.34045 -0.17589
O -2.79136 0.57410 -0.66974
O 0.16163 -1.25412 -0.38162
F 0.92100 1.58696 -0.34484
Cl 2.96719 0.04282 -0.81118

Results
energy relative to the best compared isomer or geometry (same formula, charge and spin) = 280.2 kJ/mol
SMILES string = O/N=C/OC[C@H](F)Cl

The following is a quantum chemistry calculation of the molecule C3H5ClFNO2 at a distorted geometry, from OMol25.

Positions of all 13 atoms, in Å:
C 1.83779 -1.08492 -0.52391
C -0.22778 0.10094 -1.01876
C -1.13735 -0.34706 0.10339
H 2.60750 1.38743 1.00492
H 2.22898 -2.09545 -0.65817
H -0.81415 0.18652 -1.94962
H 0.24149 1.08391 -0.78985
H -1.62270 -1.30739 -0.12944
N 2.50688 -0.33505 0.23729
O 2.01971 0.96337 0.32970
O 0.73277 -0.90747 -1.28061
F -0.42283 -0.45359 1.25720
Cl -2.42586 0.86540 0.34055

Results
energy relative to the best compared isomer or geometry (same formula, charge and spin) = 259.4 kJ/mol
SMILES string = O/N=C\OC[C@@H](F)Cl